Entry 1:
Formula: C4H9N3O
Source: the OMol25 dataset
Level of theory: ωB97M-V/def2-TZVPD

Calculated values
2S+1: 1
Energy relative to the best compared isomer or geometry (same formula, charge and spin) (kcal per mole): 142.0
Structure (SMILES): CN1[C@]2(C)N(O)[C@]12N
HOMO-LUMO gap (eV): 9.1
HOMO (eV): -8.09

Positions of all 17 atoms, in Å:
C  -0.898  1.741  0.852
C  1.369  0.026  -1.597
C  -0.665  -0.598  0.065
C  0.622  -0.037  -0.306
N  -1.538  -1.513  -0.465
O  1.327  -0.489  1.905
N  0.795  -1.035  0.687
N  -0.670  0.752  -0.195
H  1.665  -1.282  2.353
H  -2.521  -1.270  -0.449
H  -1.280  -2.488  -0.414
H  -0.273  1.599  1.735
H  -1.945  1.703  1.164
H  -0.699  2.733  0.443
H  0.697  -0.104  -2.449
H  1.864  0.997  -1.686
H  2.151  -0.736  -1.644

=====

Entry 2:
Formula: C20H61N5O8
Source: the OMol25 dataset
Level of theory: ωB97M-V/def2-TZVPD

Calculated values
2S+1: 1
Energy relative to the best compared isomer or geometry (same formula, charge and spin) (kcal per mole): 51.8
Structure (SMILES): COC[C@H](C)N.COC[C@H](C)N.COC[C@H](C)N.COC[C@H](C)N.COC[C@H](C)N.O.O.O
HOMO-LUMO gap (eV): 9.1
HOMO (eV): -8.80

Positions of all 94 atoms, in Å:
C  -2.639  2.733  1.315
C  -2.172  3.820  0.352
C  -2.976  5.127  0.572
O  -2.572  6.049  -0.401
C  -2.947  7.386  -0.201
N  -0.752  4.107  0.654
H  -3.555  2.337  0.864
H  -2.988  3.031  2.304
H  -1.863  1.973  1.298
H  -2.341  3.528  -0.689
H  -2.812  5.468  1.600
H  -4.039  4.871  0.457
H  -2.858  7.865  -1.178
H  -2.284  8.002  0.419
H  -3.965  7.524  0.167
H  -0.599  4.000  1.652
H  -0.771  5.112  0.480
C  4.692  -4.515  -0.246
C  3.747  -3.664  -1.129
C  4.137  -2.193  -0.991
O  3.499  -1.351  -1.928
C  2.133  -1.115  -1.672
N  3.876  -4.111  -2.527
H  4.064  -5.279  0.218
H  5.183  -3.986  0.573
H  5.460  -5.037  -0.815
H  2.758  -3.791  -0.685
H  5.211  -2.036  -1.139
H  3.976  -1.774  0.014
H  1.658  -0.480  -2.422
H  2.036  -0.580  -0.723
H  1.591  -2.063  -1.770
H  3.858  -3.253  -3.087
H  4.862  -4.339  -2.643
C  -4.140  -4.959  0.569
C  -3.967  -3.448  0.791
C  -2.548  -3.097  1.200
O  -2.443  -1.777  1.633
C  -1.147  -1.436  2.119
N  -4.183  -2.705  -0.460
H  -5.206  -5.182  0.606
H  -3.558  -5.699  1.117
H  -3.838  -5.141  -0.469
H  -4.676  -3.146  1.570
H  -1.931  -3.206  0.291
H  -2.157  -3.889  1.856
H  -1.100  -0.443  2.555
H  -0.541  -1.490  1.209
H  -0.805  -2.171  2.847
H  -3.702  -1.811  -0.339
H  -5.122  -2.327  -0.580
C  0.787  2.366  -3.888
C  0.846  1.586  -5.203
C  -0.451  0.849  -5.513
O  -0.426  0.517  -6.886
C  -1.671  0.104  -7.418
N  1.264  2.583  -6.193
H  0.143  3.243  -3.886
H  1.756  2.780  -3.589
H  0.594  1.691  -3.045
H  1.563  0.753  -5.152
H  -1.286  1.477  -5.154
H  -0.670  -0.105  -5.011
H  -2.321  0.976  -7.536
H  -2.195  -0.564  -6.726
H  -1.461  -0.401  -8.355
H  2.226  2.835  -6.019
H  1.174  2.256  -7.148
C  1.506  -2.940  6.795
C  2.243  -2.050  5.796
C  1.263  -1.388  4.851
O  2.032  -0.593  3.954
C  1.692  0.742  3.781
N  2.965  -1.059  6.587
H  2.242  -3.529  7.345
H  0.921  -3.708  6.276
H  0.838  -2.355  7.423
H  2.910  -2.669  5.181
H  0.574  -0.743  5.408
H  0.661  -2.156  4.364
H  1.897  1.392  4.641
H  0.648  0.839  3.443
H  2.240  1.186  2.944
H  3.362  -0.357  5.977
H  3.638  -1.499  7.195
O  2.283  2.946  0.944
H  1.659  3.542  1.373
H  2.967  3.527  0.593
O  -2.854  0.442  -1.135
H  -2.936  1.399  -1.164
H  -1.915  0.281  -0.958
O  -0.126  1.132  -0.257
H  0.375  1.222  0.563
H  -0.500  2.012  -0.409

=====

Entry 3:
Formula: C5H8F3NO2
Source: the OMol25 dataset
Level of theory: ωB97M-V/def2-TZVPD

Calculated values
2S+1: 1
Energy relative to the best compared isomer or geometry (same formula, charge and spin) (kcal per mole): 94.2
HOMO-LUMO gap (spin up / spin down) (eV): 9.3 / 7.6
HOMO (spin up / spin down) (eV): -9.81 / -8.69

Positions of all 19 atoms, in Å:
C  -0.924  -1.278  -0.029
C  -0.368  -0.444  1.273
C  1.714  0.130  0.428
C  1.532  1.656  0.300
C  2.988  -0.565  -0.062
N  -0.241  -0.966  -1.178
O  0.970  -0.509  1.314
O  1.384  2.078  -1.052
F  4.136  -0.242  0.541
F  2.909  -1.924  0.227
F  3.234  -0.513  -1.388
H  -0.678  -2.330  0.230
H  -2.038  -1.223  0.022
H  -0.638  0.630  1.030
H  -0.767  -0.772  2.289
H  2.500  2.166  0.644
H  0.729  2.014  0.942
H  -0.573  -0.246  -1.758
H  0.999  1.340  -1.515